A structure of composition C41H45N5SSbY in a non-equilibrium geometry. Source: OMol25; level of theory: wB97M-V/def2-TZVPD.

Structure (XYZ):
```
94
Properties=species:S:1:pos:R:3:mulliken_charge:R:1
Y -0.49 -0.79 -0.66 -0.492
C 2.36 -0.18 4.58 -0.736
C 2.34 -1.53 4.25 -0.934
C 1.41 -2.01 3.34 0.054
C 0.50 -1.14 2.72 -1.374
C 0.54 0.21 3.07 0.303
C 1.45 0.68 4.00 -0.982
N -0.40 -1.59 1.74 1.887
C -1.30 -2.52 2.07 0.203
C -1.57 -2.91 3.42 -0.803
C -2.56 -3.80 3.72 -0.670
C -3.35 -4.39 2.71 -0.898
C -3.13 -4.06 1.41 -0.703
C -2.12 -3.13 1.05 0.279
N -1.88 -2.79 -0.24 2.195
N -2.52 -3.47 -1.11 -1.220
C -2.25 -3.23 -2.44 -0.249
C -2.92 -4.05 -3.35 -0.602
C -2.67 -3.92 -4.70 -0.433
C -1.75 -2.96 -5.12 -1.197
C -1.13 -2.19 -4.15 -0.045
N -1.37 -2.30 -2.85 0.731
H 3.09 0.19 5.30 0.415
H 3.05 -2.21 4.70 0.392
H 1.39 -3.06 3.08 0.577
H -0.19 0.88 2.62 0.294
H 1.44 1.73 4.27 0.658
H -0.99 -2.46 4.21 0.342
H -2.75 -4.05 4.76 0.416
H -4.13 -5.09 2.98 0.397
H -3.71 -4.49 0.61 0.484
H -3.62 -4.78 -2.97 0.523
H -3.16 -4.55 -5.42 0.375
H -1.51 -2.83 -6.16 0.430
H -0.41 -1.44 -4.44 0.485
S -4.07 1.82 -2.67 -0.314
C -2.94 1.52 -3.91 -0.714
C -1.82 0.90 -3.44 -0.507
C -1.82 0.64 -2.03 0.368
C -3.00 1.09 -1.49 0.282
C -3.37 1.06 -0.08 0.846
C -4.55 1.67 0.38 -1.321
C -4.86 1.61 1.73 -0.578
C -3.99 0.96 2.59 -1.255
C -2.85 0.39 2.06 -0.130
N -2.53 0.43 0.76 0.822
H -3.16 1.82 -4.92 0.464
H -0.99 0.66 -4.10 0.379
H -5.19 2.18 -0.32 0.417
H -5.76 2.08 2.10 0.412
H -4.19 0.88 3.65 0.493
H -2.16 -0.13 2.70 0.218
C 0.97 4.97 2.00 -1.455
C 2.11 4.14 1.41 0.291
C 3.07 3.69 2.50 -1.212
Sb 1.33 2.46 0.19 0.023
C 0.65 3.87 -1.38 0.382
C -0.84 4.12 -1.17 -1.112
C 0.92 3.40 -2.80 -1.453
C 3.35 1.84 -0.45 0.315
C 3.82 0.80 0.56 -1.181
C 3.41 1.28 -1.87 -1.348
H 1.38 5.83 2.54 0.450
H 0.38 4.38 2.70 0.265
H 0.31 5.36 1.22 0.281
H 2.65 4.74 0.68 0.501
H 2.61 2.97 3.17 0.062
H 3.39 4.55 3.09 0.482
H 3.97 3.23 2.07 0.287
H 1.20 4.79 -1.19 0.550
H -1.42 3.23 -1.41 -0.026
H -1.18 4.93 -1.84 0.506
H -1.08 4.41 -0.15 0.290
H 0.55 2.38 -2.94 0.127
H 1.98 3.42 -3.04 0.263
H 0.40 4.04 -3.51 0.487
H 3.97 2.74 -0.38 0.627
H 3.23 -0.11 0.48 0.025
H 3.75 1.15 1.59 0.174
H 4.87 0.54 0.37 0.536
H 2.59 0.60 -2.07 0.020
H 4.34 0.71 -2.00 0.480
H 3.40 2.07 -2.62 0.305
C 3.80 -3.58 -1.64 -0.504
C 3.39 -3.31 -0.34 -0.590
C 2.27 -2.51 -0.11 -0.417
C 1.52 -1.92 -1.14 1.225
C 1.98 -2.22 -2.44 -0.299
C 3.08 -3.03 -2.69 -0.919
H 4.66 -4.20 -1.82 0.378
H 3.95 -3.71 0.50 0.442
H 1.99 -2.35 0.92 0.187
H 1.48 -1.80 -3.30 0.167
H 3.37 -3.23 -3.71 0.399
```

The HOMO energy (spin up / spin down) comes out at -7.03 / -7.03 eV. Its net charge is 0. The value obtained for the gap between HOMO and LUMO (spin up / spin down) is 5.9 / 5.9 eV. The value obtained for the largest force on an atom is 1.455 eV/A. The multiplicity is 1. As for the LUMO energy (spin up / spin down): -1.15 / -1.15 eV.